DFT (ωB97M-V/def2-TZVPD) results for 9 unconnected molecules or ions with the total composition C36H72O9.

Last columns: bonded neighbours and bond lengths (Å).
Cartesian coordinates (Å):
1 C 1.80543 4.02844 -4.01581  C6 1.518, H7 1.091, H41 1.090, C59 1.545
2 H -1.47443 0.75549 5.24200  C46 1.094
3 H -0.58551 -4.35068 1.92118  C105 1.090
4 H 4.11301 -2.20566 -2.87565  C116 1.089
5 H 2.41041 -1.82510 -3.06738  C116 1.091
6 C 1.04570 2.87383 -4.64269  C1 1.518, H69 1.093, H72 1.098, O77 1.415
7 H 1.72336 3.97674 -2.92881  C1 1.091
8 C 1.05581 -3.24321 5.65869  C22 1.526, O40 1.422, H60 1.098, H75 1.089
9 H -3.82366 1.07676 -3.01153  C37 1.091
10 H -1.10878 5.19839 -4.87766  C62 1.090
11 H -1.43321 4.82792 0.78354  C91 1.101
12 C -1.06860 -2.41613 5.22189  H39 1.099, O40 1.423, C45 1.532, H65 1.091
13 C 2.91915 -1.36096 -5.88016  O68 1.427, C89 1.543, H92 1.094, H100 1.091
14 O -4.67800 -1.69116 -1.45632  C15 1.422, C83 1.434
15 C -4.50413 -0.99373 -2.68311  O14 1.422, C37 1.522, H43 1.092, H82 1.094
16 H -2.97676 5.80524 -0.76153  C99 1.090
17 C 0.04375 -0.24111 -1.15123  H21 1.092, C64 1.545, H81 1.088, C114 1.515
18 O 4.32767 -1.09037 3.83141  C52 1.422, C71 1.427
19 H -1.68104 2.26725 -2.03633  C96 1.095
20 H 4.77270 -0.20967 -4.04743  C23 1.102
21 H 0.07255 -0.52341 -2.20547  C17 1.092
22 C 0.99250 -2.94720 4.16282  C8 1.526, C45 1.524, H56 1.092, H63 1.091
23 C 3.68490 -0.34687 -3.93593  H20 1.102, O68 1.421, H111 1.090, C116 1.517
24 H -1.08455 3.11076 3.38079  C85 1.095
25 H -1.83813 -0.17428 1.61234  C88 1.090
26 C -1.68344 4.44071 -1.89340  H36 1.088, H94 1.095, C96 1.518, C99 1.525
27 C -1.93617 -5.80794 0.91479  H28 1.100, O38 1.428, C105 1.524, H110 1.090
28 H -1.35337 -5.69948 -0.01148  C27 1.100
29 C 1.56478 -1.75457 -0.16253  H84 1.097, H90 1.088, O103 1.412, C114 1.532
30 H 4.06437 1.16950 1.45269  C108 1.087
31 H 1.65924 5.76315 -5.35220  C59 1.088
32 H -5.29841 1.09013 -1.14261  C50 1.095
33 H -1.87161 -4.98842 2.88734  C105 1.097
34 H 0.12195 2.33409 4.38807  C85 1.089
35 H 2.51345 -0.15069 3.29220  C71 1.092
36 H -1.96656 4.50529 -2.94170  C26 1.088
37 C -3.70630 0.24820 -2.31132  H9 1.091, C15 1.522, C50 1.526, H102 1.090
38 O -3.31576 -5.68161 0.56744  C27 1.428, C109 1.427
39 H -1.80951 -3.10739 4.79606  C12 1.099
40 O -0.27634 -3.14981 6.14794  C8 1.422, C12 1.423
41 H 2.87236 4.01556 -4.24001  C1 1.090
42 C 5.71637 0.43490 2.72152  C52 1.523, H53 1.091, H58 1.092, C108 1.520
43 H -3.92464 -1.65382 -3.33172  C15 1.092
44 H 0.28528 -0.95384 4.43281  C45 1.094
45 C -0.12915 -1.91634 4.11919  C12 1.532, C22 1.524, H44 1.094, H55 1.088
46 C -1.85376 1.35898 4.41160  H2 1.094, O61 1.413, C85 1.539, H86 1.095
47 H 0.83983 5.97271 -3.79461  C59 1.089
48 H -0.19301 4.63497 -6.27605  C62 1.096
49 H -0.12789 2.97026 -1.71860  C96 1.096
50 C -4.33855 0.59306 -0.96633  H32 1.095, C37 1.526, C83 1.522, H98 1.090
51 C -2.58864 -3.60306 1.37520  H57 1.094, C105 1.512, C109 1.537, H113 1.091
52 C 5.55281 -0.38719 3.99353  O18 1.422, C42 1.523, H70 1.090, H79 1.098
53 H 6.11731 -0.19203 1.92359  C42 1.091
54 H 1.14908 1.25281 -0.03457  C64 1.091
55 H -0.60557 -1.83462 3.14432  C45 1.088
56 H 0.75328 -3.84973 3.59705  C22 1.092
57 H -2.23856 -3.15900 0.43819  C51 1.094
58 H 6.40258 1.27159 2.86545  C42 1.092
59 C 1.07086 5.26195 -4.58604  C1 1.545, H31 1.088, H47 1.089, C62 1.547
60 H 1.66192 -2.46851 6.14641  C8 1.098
61 O -2.43961 0.52353 3.43414  C46 1.413, C88 1.435
62 C -0.21842 4.64799 -5.18028  H10 1.090, H48 1.096, C59 1.547, O77 1.415
63 H 1.97772 -2.60333 3.84383  C22 1.091
64 C 1.35741 0.47923 -0.77558  C17 1.545, H54 1.091, H66 1.091, O103 1.435
65 H -1.63098 -1.60980 5.69429  C12 1.091
66 H 1.83399 0.91086 -1.65712  C64 1.091
67 H -2.39336 1.50314 1.62335  C88 1.092
68 O 3.03540 -0.12288 -5.17958  C13 1.427, C23 1.421
69 H 1.11532 1.95616 -4.05365  C6 1.093
70 H 6.37186 -1.08716 4.15964  C52 1.090
71 C 3.50419 -0.38927 2.90074  O18 1.427, H35 1.092, H76 1.094, C108 1.539
72 H 1.42566 2.60222 -5.63586  C6 1.098
73 H -0.50976 -2.28661 -0.63363  C114 1.092
74 H -4.39874 -3.94097 0.21816  C109 1.088
75 H 1.49193 -4.21593 5.88141  C8 1.089
76 H 3.37774 -1.01435 2.01226  C71 1.094
77 O -0.29488 3.32665 -4.67895  C6 1.415, C62 1.415
78 H -2.83169 3.87754 1.17169  C91 1.093
79 H 5.49252 0.25810 4.88028  C52 1.098
80 H 4.34696 -2.86124 -5.21101  C89 1.088
81 H -0.78557 0.44570 -0.99229  C17 1.088
82 H -5.45864 -0.75279 -3.16020  C15 1.094
83 C -4.58833 -0.77759 -0.35400  O14 1.434, C50 1.522, H95 1.095, H101 1.091
84 H 1.80985 -2.27769 -1.09554  C29 1.097
85 C -0.71874 2.13804 3.72438  H24 1.095, H34 1.089, C46 1.539, C107 1.530
86 H -2.57610 2.07016 4.82649  C46 1.095
87 O -1.51483 2.93473 -0.09327  C91 1.422, C96 1.423
88 C -1.80573 0.76224 2.16959  H25 1.090, O61 1.435, H67 1.092, C107 1.523
89 C 3.37029 -2.48040 -4.91841  C13 1.543, H80 1.088, H93 1.090, C116 1.521
90 H 1.79949 -2.37009 0.70362  C29 1.088
91 C -2.15818 4.12372 0.34731  H11 1.101, H78 1.093, O87 1.422, C99 1.522
92 H 3.55274 -1.32912 -6.77100  C13 1.094
93 H 2.65986 -3.30648 -4.95205  C89 1.090
94 H -0.88972 5.18594 -1.77300  C26 1.095
95 H -3.75071 -1.07764 0.28484  C83 1.095
96 C -1.19116 3.06795 -1.47283  H19 1.095, C26 1.518, H49 1.096, O87 1.423
97 H -4.44282 -4.55049 1.91223  C109 1.096
98 H -3.76058 1.27789 -0.34500  C50 1.090
99 C -2.79411 4.73832 -0.89188  H16 1.090, C26 1.525, C91 1.522, H117 1.091
100 H 1.87913 -1.45758 -6.19662  C13 1.091
101 H -5.51019 -0.85087 0.22525  C83 1.091
102 H -2.64720 0.01081 -2.21367  C37 1.090
103 O 2.19038 -0.48966 -0.12303  C29 1.412, C64 1.435
104 H -0.33432 -1.27099 0.76450  C114 1.091
105 C -1.62865 -4.66091 1.86946  H3 1.090, C27 1.524, H33 1.097, C51 1.512
106 H 0.30549 0.51685 2.66967  C107 1.091
107 C -0.41738 1.30975 2.47392  C85 1.530, C88 1.523, H106 1.091, H112 1.087
108 C 4.28096 0.86869 2.47447  H30 1.087, C42 1.520, C71 1.539, H115 1.093
109 C -3.83301 -4.42792 1.00989  O38 1.427, C51 1.537, H74 1.088, H97 1.096
110 H -1.71791 -6.79928 1.31059  C27 1.090
111 H 3.36952 0.39616 -3.20413  C23 1.090
112 H -0.09877 1.88793 1.60972  C107 1.087
113 H -2.76659 -2.78746 2.07837  C51 1.091
114 C 0.06552 -1.44761 -0.23556  C17 1.515, C29 1.532, H73 1.092, H104 1.091
115 H 4.01646 1.68121 3.15650  C108 1.093
116 C 3.38085 -1.78613 -3.56479  H4 1.089, H5 1.091, C23 1.517, C89 1.521
117 H -3.74298 4.26964 -1.15746  C99 1.091

The orbital gap is 9.7577 eV. The electronic energy comes out at -56923.5059 eV. The relative energy (zero: lowest compared OMol25 entry of this formula, charge and spin) is 1.4 kcal/mol. The lowest unoccupied orbital energy comes out at 0.54 eV. For the molar mass, the calculation gives 649.0 Da. The calculation puts the strongest force on any atom at 1.3 eV/A.